C26H25N7O2S2Ti | the ωB97M-V functional and the def2-TZVPD basis

Values from the calculation:
orbital gap (alpha / beta)	4.6399 / 7.0451	eV
⟨S²⟩	2.037
LUMO level (alpha / beta)	0.003 / -0.014	Eh
energy relative to the best compared isomer or geometry (same formula, charge and spin)	61.7	kcal/mol

The geometry in ORCA input format:
```
! wB97M-V def2-TZVPD RIJCOSX def2/J DEFGRID3
* xyz 0 3
Ti 0.3980 0.0510 0.1429
N 4.2066 -1.1193 1.7187
C 3.1261 -0.5945 1.0644
S 2.1106 -1.6963 0.1777
N 2.9453 0.6941 1.1402
N 2.0300 1.2401 0.2693
C 1.1588 2.1291 0.7522
C 0.8498 2.2354 2.1912
C 0.8820 3.4041 2.9389
C 0.5591 3.3767 4.2872
C 0.1896 2.1696 4.8782
C 0.1287 0.9978 4.1359
C 0.4481 1.0298 2.7849
O 0.3321 -0.0495 1.9897
H 4.1551 -2.0992 1.9255
H 4.6167 -0.5336 2.4297
H 0.8746 2.9281 0.0847
H 1.1786 4.3367 2.4652
H 0.5943 4.2862 4.8758
H -0.0710 2.1470 5.9304
H -0.1764 0.0575 4.5777
N -3.4096 -1.4158 0.9388
C -2.8648 -2.5296 1.5641
C -3.4343 -3.5306 2.3391
C -2.5747 -4.4869 2.8470
C -1.1985 -4.4350 2.5882
C -0.6405 -3.4311 1.8157
C -1.4976 -2.4669 1.2950
N -1.2471 -1.3384 0.5008
C -2.4068 -0.7328 0.3547
C -2.5334 0.5357 -0.3234
C -3.6714 1.1191 -0.8186
S -3.2825 2.6520 -1.5655
C -1.6026 2.3880 -1.1389
N -1.3731 1.2334 -0.4812
H -4.3537 -1.0841 1.0162
H -4.4999 -3.5589 2.5424
H -2.9728 -5.2842 3.4623
H -0.5562 -5.1992 3.0100
H 0.4214 -3.3702 1.6301
H -4.6815 0.7292 -0.8080
H -0.8506 3.1362 -1.3323
O 3.7218 0.4871 -2.2916
C 3.1933 0.4374 -3.6095
C 2.2498 1.5867 -3.9088
C 1.0489 1.7561 -2.9538
C 0.1278 0.5622 -2.9671
C -0.7494 0.4220 -4.0351
C -1.5345 -0.7037 -4.1523
C -1.3556 -1.7300 -3.2387
C -0.4686 -1.5438 -2.2055
N 0.2068 -0.3873 -2.0042
H 4.2011 1.3104 -2.1699
H 2.6753 -0.5188 -3.6909
H 3.9952 0.4377 -4.3524
H 1.8689 1.4687 -4.9287
H 2.8327 2.5135 -3.8808
H 0.4854 2.6244 -3.2977
H 1.4140 1.9358 -1.9480
H -0.8159 1.2218 -4.7625
H -2.2548 -0.7934 -4.9567
H -1.8895 -2.6668 -3.3278
H -0.2594 -2.3406 -1.5147
*
```